(1)
Entry from the OMol25 dataset: C45H44BN9SiTi as an isolated structure (the ωB97M-V functional and the def2-TZVPD basis).

## Properties
**ΔE to the lowest compared entry with this formula, charge and spin**: 0.046 eV
**E_tot**: -3397.8891 Ha

Geometry (Å):
Ti: 0.0437 0.0349 0.0046
C: 1.6290 -6.4265 1.0133
C: 1.3409 -4.9634 1.2091
C: 0.2083 -4.5326 1.8993
C: -0.0731 -3.1870 2.0452
C: 0.7931 -2.2054 1.5534
N: 0.6083 -0.8200 1.7558
C: 0.7434 -0.3377 3.0576
C: 0.6287 -1.1624 4.1903
C: 0.5740 -0.6671 5.4788
C: 0.6181 0.6982 5.7232
C: 0.4621 1.2701 7.1060
C: 0.8260 1.5192 4.6297
C: 0.9637 1.0265 3.3350
N: 1.3972 1.9584 2.3429
C: 2.0681 3.1105 2.5924
C: 2.4359 3.6543 1.3919
C: 1.9586 2.7493 0.4404
N: 1.3459 1.7239 1.0181
C: 1.8785 -2.6465 0.7977
C: 2.1568 -4.0001 0.6365
N: 2.7366 -1.6899 0.1946
C: 4.0794 -1.7616 0.0734
C: 4.4881 -0.6668 -0.6418
C: 3.3061 0.0324 -0.9189
N: 2.2491 -0.5856 -0.4122
H: 0.8961 -7.0420 1.5336
H: 2.6184 -6.6925 1.3886
H: 1.5956 -6.6885 -0.0465
H: -0.4762 -5.2672 2.3077
H: -0.9671 -2.8702 2.5663
H: 0.5635 -2.2300 4.0588
H: 0.4644 -1.3622 6.3039
H: 0.2860 0.4796 7.8354
H: -0.3829 1.9600 7.1544
H: 1.3519 1.8189 7.4205
H: 0.8700 2.5877 4.7929
H: 2.2719 3.4372 3.5947
H: 2.9753 4.5700 1.2230
H: 2.0289 2.8035 -0.6337
H: 3.0065 -4.2943 0.0302
H: 4.6243 -2.5771 0.5185
H: 5.4924 -0.4031 -0.9244
H: 3.1818 0.9568 -1.4558
B: -1.4630 3.5085 -0.5299
N: -1.6323 2.7266 0.7983
C: -2.2964 3.2615 1.8293
C: -2.4855 2.2917 2.7941
C: -1.8847 1.1620 2.2529
N: -1.3739 1.4274 1.0434
N: -0.3876 2.8782 -1.4743
C: 0.1252 3.5795 -2.4857
C: 0.9884 2.7728 -3.2106
C: 0.9309 1.5547 -2.5517
N: 0.0979 1.6194 -1.5022
H: -1.0858 4.6243 -0.2629
H: -2.5194 3.5266 -1.1219
H: -2.6067 4.2933 1.7870
H: -2.9772 2.3857 3.7469
H: -1.7688 0.1839 2.6862
H: -0.1710 4.6069 -2.6231
H: 1.5561 3.0253 -4.0897
H: 1.4462 0.6367 -2.7714
C: -1.7962 -1.1178 0.0363
C: -2.9829 -0.8582 -0.8542
C: -3.2549 0.3795 -1.4323
C: -4.3810 0.5756 -2.2215
C: -5.2641 -0.4669 -2.4557
C: -5.0101 -1.7092 -1.8888
C: -3.8858 -1.8974 -1.1010
H: -1.5751 -2.1842 0.0114
H: -2.0790 -0.9080 1.0702
H: -2.5859 1.2132 -1.2836
H: -4.5582 1.5528 -2.6553
H: -6.1397 -0.3154 -3.0752
H: -5.6853 -2.5381 -2.0662
H: -3.6872 -2.8758 -0.6754
C: 3.7580 -2.4744 -4.6103
C: 3.3946 -3.1737 -3.4667
C: 2.2269 -2.8459 -2.7946
C: 1.3922 -1.8106 -3.2246
C: 1.7578 -1.1523 -4.4018
C: 2.9274 -1.4695 -5.0838
Si: -0.2097 -1.4123 -2.2649
C: -1.1070 -3.0715 -2.3534
C: -2.0161 -3.2875 -3.3929
C: -2.6628 -4.5067 -3.5427
C: -2.4122 -5.5427 -2.6525
C: -1.5053 -5.3524 -1.6189
C: -0.8623 -4.1294 -1.4813
H: 4.6692 -2.7246 -5.1397
H: 4.0197 -3.9833 -3.1051
H: 1.9426 -3.4321 -1.9266
H: 1.1123 -0.3774 -4.8053
H: 3.1814 -0.9375 -5.9933
H: -0.9625 -0.5263 -3.1940
H: -2.2400 -2.4823 -4.0848
H: -3.3719 -4.6446 -4.3504
H: -2.9216 -6.4923 -2.7637
H: -1.3004 -6.1533 -0.9164
H: -0.1668 -3.9945 -0.6621

Force components x, y, z for each atom (eV/Å):
0.330 0.051 0.268
-0.014 -0.020 -0.009
-0.020 -0.020 0.000
-0.011 -0.013 -0.020
0.037 -0.011 0.025
-0.111 0.023 -0.010
0.030 -0.008 -0.021
0.004 -0.029 -0.085
-0.010 0.031 0.006
-0.007 -0.017 -0.007
0.003 -0.009 0.020
-0.025 -0.001 0.031
0.001 0.031 -0.044
-0.013 0.025 0.028
0.110 -0.094 -0.032
-0.012 -0.058 0.109
0.023 0.032 -0.056
0.009 -0.099 -0.025
-0.204 0.123 -0.079
0.071 -0.040 -0.012
0.010 0.079 -0.015
-0.038 0.040 -0.016
-0.020 -0.081 0.018
0.034 0.039 -0.021
-0.057 0.009 -0.005
0.106 -0.077 0.021
0.006 0.009 -0.002
0.003 0.019 -0.007
0.005 0.003 0.013
0.010 0.013 -0.006
-0.004 -0.009 -0.008
-0.003 -0.014 -0.010
0.004 0.018 -0.014
0.004 0.006 -0.016
0.014 -0.005 -0.003
0.004 0.000 -0.025
0.015 0.022 -0.026
-0.005 -0.003 -0.003
-0.018 -0.027 0.017
0.005 0.039 0.054
-0.016 -0.017 0.009
0.003 0.033 -0.026
-0.042 -0.009 0.013
0.047 -0.020 0.014
-0.122 -0.061 -0.117
0.148 0.076 0.087
0.002 0.041 0.017
0.010 -0.002 0.033
0.019 -0.031 -0.111
-0.233 0.038 -0.020
0.118 0.037 0.067
0.011 0.027 0.003
0.013 -0.008 0.005
-0.057 -0.031 0.031
-0.099 0.050 -0.146
-0.029 -0.002 0.003
0.002 -0.042 -0.003
0.019 -0.036 0.019
0.016 0.003 -0.030
-0.053 0.017 0.033
0.031 -0.031 -0.008
-0.017 -0.006 0.032
0.006 0.018 -0.057
0.038 -0.004 -0.010
-0.086 -0.094 0.062
-0.041 -0.001 -0.040
0.024 0.010 0.013
-0.016 -0.015 -0.004
0.004 0.000 0.003
0.002 0.017 0.002
-0.011 -0.047 0.012
-0.062 0.019 -0.010
0.067 0.013 0.033
-0.004 -0.022 0.007
0.012 -0.005 0.011
0.010 0.014 0.000
-0.003 0.009 -0.015
-0.003 0.020 -0.024
0.007 -0.017 0.015
0.031 -0.021 0.025
-0.015 -0.053 -0.074
0.013 0.075 0.006
-0.005 -0.016 0.007
0.055 0.127 0.162
-0.060 -0.013 -0.179
-0.014 -0.014 0.022
0.007 0.009 0.011
-0.009 -0.006 -0.007
0.004 -0.005 -0.003
0.022 0.005 0.064
-0.013 0.001 0.011
-0.016 0.021 -0.011
0.005 0.025 0.003
0.010 -0.014 0.028
0.002 -0.013 0.014
-0.010 -0.041 -0.053
0.008 -0.013 0.025
0.010 -0.003 0.015
0.008 0.014 0.001
-0.010 0.012 -0.019
-0.001 0.003 0.019


(2)
Entry from the OMol25 dataset: a 6-piece molecular cluster, C45H44IN2O5 overall at a distorted geometry (the ωB97M-V functional and the def2-TZVPD basis).

## Properties
**E_tot**: -2524.3767 Ha
**Charge**: -1

Geometry (Å):
C: 8.3640 2.3117 0.5032
C: 7.8813 3.7177 -0.1616
O: 6.9286 4.4255 0.6833
C: 6.7853 5.7495 0.0834
C: 5.2586 6.1838 -0.1275
C: 4.3561 5.0922 -0.8604
C: 4.5530 4.6196 -2.3521
I: 6.1482 5.4353 -3.6012
C: 3.6040 3.5408 -2.9705
C: 2.4200 2.9357 -2.1274
C: 1.4765 1.8289 -2.7856
C: 1.3401 0.6041 -1.7466
N: 2.4530 0.2217 -1.1438
C: 2.1762 3.4094 -0.6777
C: 3.1718 4.4572 -0.0991
C: 2.6292 4.6410 1.3872
O: 2.8665 5.4855 2.2766
N: 1.6378 3.5675 1.6507
C: 2.1034 2.4073 2.4599
O: 3.1990 2.4708 3.1300
O: 1.3911 1.2064 2.5709
C: 1.0680 3.0340 0.4022
O: -0.0316 2.4519 0.3095
H: 7.4879 1.7452 0.9898
H: 8.8339 1.7160 -0.3658
H: 9.2036 2.5659 1.2330
H: 8.8528 4.3154 -0.3518
H: 7.3152 3.4910 -1.1480
H: 7.3515 5.7930 -0.9255
H: 7.2732 6.5711 0.7372
H: 4.7813 6.3482 0.9149
H: 5.1543 7.1974 -0.6757
H: 3.7785 3.1896 -4.0421
H: 2.0627 1.4020 -3.6893
H: 0.4785 2.2259 -3.1713
H: 0.3086 0.1492 -1.5397
H: 2.2257 -0.5429 -0.4840
C: -3.3709 -1.6952 3.2324
C: -3.3586 -2.4167 2.0427
C: -2.3265 -2.2323 1.1273
C: -1.3009 -1.3328 1.4066
C: -1.3103 -0.6137 2.5975
C: -2.3472 -0.7912 3.5090
H: -4.1778 -1.8366 3.9448
H: -4.1546 -3.1230 1.8281
H: -2.3203 -2.7902 0.1961
H: -0.4935 -1.1923 0.6954
H: -0.5082 0.0868 2.8147
H: -2.3574 -0.2263 4.4354
C: -3.7683 -5.1786 -4.6078
C: -4.2054 -4.1535 -3.7745
C: -3.3353 -3.5925 -2.8447
C: -2.0236 -4.0507 -2.7551
C: -1.5857 -5.0732 -3.5911
C: -2.4587 -5.6403 -4.5145
H: -4.4483 -5.6180 -5.3304
H: -5.2260 -3.7919 -3.8492
H: -3.6784 -2.7978 -2.1905
H: -1.3433 -3.6103 -2.0336
H: -0.5628 -5.4291 -3.5222
H: -2.1184 -6.4412 -5.1623
C: -5.5142 -0.4845 8.2283
C: -6.8510 -0.1077 8.1424
C: -7.3401 0.4622 6.9709
C: -6.4938 0.6464 5.8812
C: -5.1580 0.2662 5.9659
C: -4.6667 -0.2952 7.1405
H: -5.1323 -0.9257 9.1431
H: -7.5123 -0.2576 8.9898
H: -8.3808 0.7620 6.9065
H: -6.8760 1.0863 4.9660
H: -4.4989 0.4084 5.1158
H: -3.6239 -0.5864 7.2079
C: 5.8598 -1.5264 -0.0252
C: 6.4929 -2.5980 -0.6480
C: 7.7092 -3.0675 -0.1612
C: 8.2883 -2.4712 0.9554
C: 7.6536 -1.4020 1.5804
C: 6.4413 -0.9265 1.0878
H: 4.9131 -1.1582 -0.4069
H: 6.0380 -3.0673 -1.5145
H: 8.2057 -3.8988 -0.6511
H: 9.2343 -2.8403 1.3380
H: 8.1044 -0.9381 2.4519
H: 5.9491 -0.0895 1.5719
C: -10.2045 -2.8409 -5.1881
C: -10.0031 -1.8978 -4.1849
C: -8.7113 -1.5113 -3.8414
C: -7.6205 -2.0612 -4.5084
C: -7.8221 -3.0015 -5.5140
C: -9.1135 -3.3948 -5.8513
H: -11.2118 -3.1445 -5.4534
H: -10.8540 -1.4641 -3.6697
H: -8.5543 -0.7810 -3.0548
H: -6.6134 -1.7563 -4.2439
H: -6.9712 -3.4290 -6.0350
H: -9.2700 -4.1320 -6.6316

Force components x, y, z for each atom (eV/Å):
-0.132 1.126 -0.726
0.029 -1.831 -0.033
1.210 1.260 -1.575
-0.050 1.119 -0.497
-0.842 -0.513 0.493
-1.958 -1.901 -1.260
-3.245 -1.826 2.354
-1.267 -0.598 0.862
-0.473 1.228 3.639
1.209 2.103 0.874
1.242 -0.644 0.278
1.951 0.089 0.726
-3.431 0.414 -1.418
3.119 1.627 -2.816
-0.760 -1.388 -2.050
0.578 0.897 2.116
-0.387 -2.664 -3.679
-0.071 -0.810 -1.600
1.284 -6.274 4.763
-2.876 1.658 -2.794
1.650 5.833 -1.927
-0.885 -0.368 0.040
4.119 2.121 -0.322
1.533 0.923 -0.805
-0.843 0.689 1.448
-1.308 -0.589 -0.695
-1.655 -0.623 0.184
1.196 0.396 1.338
-1.058 -0.144 1.601
-0.715 -1.407 -0.741
0.732 -0.391 -1.697
0.485 -1.666 0.687
-0.293 0.538 1.764
-1.040 0.711 1.332
1.341 -0.451 0.826
1.469 0.732 -0.366
0.109 0.481 -0.287
0.076 0.045 -0.017
-0.016 0.015 -0.011
0.056 0.099 0.102
-0.216 -0.110 0.049
0.144 0.181 0.167
-0.121 -0.251 -0.262
0.034 -0.017 -0.053
0.051 0.052 0.015
-0.020 -0.012 0.063
-0.022 0.064 0.112
0.065 0.030 -0.150
0.071 -0.025 -0.062
0.073 0.036 0.054
0.067 -0.025 -0.001
0.059 -0.058 -0.057
-0.085 -0.019 -0.055
-0.072 0.017 -0.002
-0.045 0.086 0.049
0.047 0.030 0.059
0.071 -0.058 0.030
0.039 -0.053 -0.043
-0.053 -0.039 -0.056
-0.094 0.033 0.003
-0.021 0.062 0.044
-0.032 0.036 -0.094
0.044 0.018 -0.049
0.103 -0.038 -0.014
0.004 -0.046 0.113
-0.022 0.012 0.024
-0.105 0.006 0.012
-0.029 0.037 -0.074
0.056 0.021 -0.066
0.073 -0.030 0.004
0.049 -0.034 0.070
-0.073 0.007 0.081
-0.076 0.022 -0.024
0.023 -0.031 0.006
0.075 0.045 0.088
-0.036 0.063 0.046
-0.080 0.030 -0.048
-0.044 -0.050 -0.105
0.045 -0.050 0.003
0.091 0.033 0.041
0.035 0.045 0.063
-0.034 0.046 0.039
-0.065 0.025 -0.027
-0.050 -0.023 -0.079
-0.033 -0.088 -0.025
0.098 0.020 0.011
0.063 -0.039 -0.035
-0.009 -0.054 -0.074
-0.089 -0.021 -0.010
-0.053 0.016 0.043
-0.003 0.078 0.073
0.082 0.024 0.023
0.078 -0.045 -0.036
-0.007 -0.056 -0.070
-0.081 -0.011 -0.025
-0.065 0.037 0.048
0.013 0.059 0.054


| no. | LUMO energy (Ha) |
| --- | --- |
| 1 | 0.0043 |
| 2 | 0.0591 |